## 1
{
  "formula": "C2HNO3S",
  "method": "ωB97M-V with the def2-TZVPD basis set",
  "homo_lumo_gap_ev": 8.02,
  "multiplicity": 1,
  "symbols": ["C", "C", "N", "O", "O", "O", "S", "H"],
  "positions_angstrom": [[-3.623, 0.632, 0.156], [-1.725, -1.357, 0.134], [-3.109, -0.084, 0.965], [-4.215, 1.193, -0.653], [-2.012, -2.251, -0.524], [-0.737, -0.715, 0.497], [0.905, -1.230, 0.122], [1.275, 0.084, 0.429]]
}

## 2
{
  "formula": "C2HNO3S",
  "method": "ωB97M-V with the def2-TZVPD basis set",
  "homo_lumo_gap_ev": [7.22, 7.24],
  "multiplicity": 1,
  "symbols": ["C", "C", "N", "O", "O", "O", "S", "H"],
  "positions_angstrom": [[1.026, -0.320, -1.647], [-0.174, 1.232, 1.545], [0.292, -0.366, -0.674], [1.628, -0.617, -2.564], [1.182, 2.485, 3.315], [2.507, 1.388, 1.440], [1.275, 1.712, 2.098], [-0.027, 0.464, 0.081]]
}

## 3
{
  "formula": "C2HNO3S",
  "method": "ωB97M-V with the def2-TZVPD basis set",
  "homo_lumo_gap_ev": 7.84,
  "multiplicity": 1,
  "symbols": ["C", "C", "N", "O", "O", "O", "S", "H"],
  "positions_angstrom": [[-1.631, -0.962, -0.280], [0.186, -0.031, -0.904], [-0.929, 0.028, 0.013], [-2.225, -1.782, -0.771], [2.841, 0.724, -0.437], [1.090, 1.164, 1.270], [1.508, 0.372, 0.102], [-0.840, 0.487, 1.007]]
}

Which is most stable, and by how much? 1, by 0.0958 hartree.

## 1
{
  "formula": "C5H7NO",
  "method": "ωB97M-V with the def2-TZVPD basis set",
  "homo_lumo_gap_ev": 10.06,
  "smiles": "O=CN1CC=CC1",
  "multiplicity": 1,
  "symbols": ["C", "C", "C", "C", "C", "H", "H", "H", "H", "H", "H", "H", "N", "O"],
  "positions_angstrom": [[-1.963, 0.348, 0.109], [0.349, 1.196, -0.016], [1.661, 0.340, -0.153], [1.353, -0.942, -0.152], [-0.102, -1.160, 0.252], [-2.434, 1.359, 0.438], [0.540, 1.749, 0.992], [0.163, 1.848, -0.996], [2.494, 0.779, -0.596], [2.131, -1.827, -0.343], [-0.584, -1.634, -0.582], [-0.132, -1.842, 1.180], [-0.668, 0.230, 0.241], [-2.808, -0.444, -0.374]]
}

## 2
{
  "formula": "C5H7NO",
  "method": "ωB97M-V with the def2-TZVPD basis set",
  "homo_lumo_gap_ev": 10.30,
  "smiles": "[H]/N=C1\\OC[C@H]2C[C@@H]12",
  "multiplicity": 1,
  "symbols": ["N", "C", "O", "C", "C", "C", "C", "H", "H", "H", "H", "H", "H", "H"],
  "positions_angstrom": [[1.591, -1.897, 0.506], [1.113, -0.743, 0.239], [1.562, 0.393, -0.349], [0.254, 1.562, -0.284], [-0.876, 0.779, 0.267], [-1.262, -0.417, -0.545], [-0.317, -0.602, 0.584], [2.508, -2.149, 0.160], [0.338, 1.709, -1.342], [0.352, 2.540, 0.244], [-1.542, 1.203, 1.019], [-0.850, -0.430, -1.551], [-2.251, -0.834, -0.428], [-0.621, -1.114, 1.481]]
}

## 3
{
  "formula": "C5H7NO",
  "method": "ωB97M-V with the def2-TZVPD basis set",
  "homo_lumo_gap_ev": 9.90,
  "multiplicity": 1,
  "symbols": ["O", "C", "C", "C", "C", "C", "N", "H", "H", "H", "H", "H", "H", "H"],
  "positions_angstrom": [[0.556, 1.598, 1.630], [1.174, 1.359, 0.615], [0.533, 0.826, -0.678], [-0.099, -0.499, -1.134], [-0.146, -1.411, 0.068], [-1.103, -0.323, 0.608], [-0.906, 0.593, -0.583], [2.220, 1.714, 0.572], [0.918, 1.411, -1.516], [-0.420, -0.849, -2.127], [0.843, -1.506, 0.527], [-0.565, -2.409, -0.071], [-0.867, 0.141, 1.555], [-2.140, -0.646, 0.534]]
}

## 4
{
  "formula": "C5H7NO",
  "method": "ωB97M-V with the def2-TZVPD basis set",
  "homo_lumo_gap_ev": [8.13, 8.12],
  "multiplicity": 1,
  "symbols": ["O", "C", "C", "N", "C", "C", "C", "H", "H", "H", "H", "H", "H", "H"],
  "positions_angstrom": [[-1.197, -2.449, 0.177], [-0.939, -1.282, 0.222], [-0.406, -0.324, 1.289], [-0.385, 0.762, 0.278], [0.940, 1.192, -0.175], [1.599, 0.260, -1.146], [-0.955, -0.124, -0.782], [-1.111, -0.132, 2.107], [0.568, -0.593, 1.718], [1.664, 1.234, 0.661], [0.866, 2.212, -0.568], [1.478, -0.765, -0.731], [-0.290, -0.243, -1.660], [-1.933, 0.169, -1.170]]
}

Which is most stable, and by how much? 1, by 0.0111 hartree.

## 1
{
  "formula": "C5H7NO",
  "method": "ωB97M-V with the def2-TZVPD basis set",
  "homo_lumo_gap_ev": 9.91,
  "smiles": "C#CO/C(C)=N/C",
  "multiplicity": 1,
  "symbols": ["C", "C", "N", "C", "C", "C", "O", "H", "H", "H", "H", "H", "H", "H"],
  "positions_angstrom": [[-0.594, 0.762, -1.628], [0.649, 1.428, 1.138], [-0.192, -0.177, -0.623], [0.323, 0.122, 0.493], [0.096, -2.056, 0.552], [-0.313, -3.166, 0.307], [0.533, -0.976, 1.255], [0.261, 1.031, -2.253], [-1.017, 1.683, -1.215], [-1.334, 0.266, -2.256], [-0.256, 1.894, 1.530], [1.347, 1.265, 1.957], [1.110, 2.102, 0.418], [-0.612, -4.176, 0.325]]
}

## 2
{
  "formula": "C5H7NO",
  "method": "ωB97M-V with the def2-TZVPD basis set",
  "homo_lumo_gap_ev": 8.98,
  "smiles": "Cc1cocc1N",
  "multiplicity": 1,
  "symbols": ["C", "C", "C", "O", "C", "C", "N", "H", "H", "H", "H", "H", "H", "H"],
  "positions_angstrom": [[1.785, 0.240, 0.185], [0.358, 0.372, -0.248], [-0.153, 1.175, -1.215], [-1.489, 1.020, -1.332], [-1.861, 0.095, -0.402], [-0.775, -0.345, 0.287], [-0.747, -1.283, 1.335], [2.457, 0.733, -0.524], [2.089, -0.813, 0.246], [1.955, 0.689, 1.171], [0.300, 1.889, -1.889], [-2.913, -0.138, -0.356], [0.195, -1.478, 1.649], [-1.200, -2.154, 1.093]]
}

Which is most stable, and by how much? 2, by 0.1048 hartree.

## 1
{
  "formula": "C4H7NO",
  "method": "ωB97M-V with the def2-TZVPD basis set",
  "homo_lumo_gap_ev": 8.17,
  "multiplicity": 1,
  "symbols": ["C", "C", "N", "C", "C", "O", "H", "H", "H", "H", "H", "H", "H"],
  "positions_angstrom": [[2.210, -0.235, 0.244], [0.752, -0.114, -0.007], [0.173, 0.916, -0.595], [-1.133, 0.579, -0.846], [-1.312, -0.757, -0.198], [-0.001, -1.141, 0.314], [2.398, -0.345, 1.314], [2.719, 0.648, -0.142], [2.589, -1.131, -0.256], [-2.490, 2.075, 0.612], [-2.288, 1.801, -0.059], [-1.572, -1.458, -0.994], [-2.043, -0.837, 0.613]]
}

## 2
{
  "formula": "C4H7NO",
  "method": "ωB97M-V with the def2-TZVPD basis set",
  "homo_lumo_gap_ev": 10.26,
  "smiles": "CN1CCC1=O",
  "multiplicity": 1,
  "symbols": ["C", "N", "C", "C", "C", "O", "H", "H", "H", "H", "H", "H", "H"],
  "positions_angstrom": [[-0.086, -1.723, 0.594], [-0.096, -0.413, 0.012], [0.969, 0.578, -0.045], [-0.088, 1.591, -0.541], [-1.090, 0.430, -0.405], [-2.275, 0.269, -0.571], [0.111, -1.657, 1.668], [-1.054, -2.205, 0.440], [0.682, -2.344, 0.119], [1.752, 0.317, -0.765], [1.425, 0.811, 0.927], [-0.293, 2.414, 0.147], [0.047, 1.972, -1.555]]
}

## 3
{
  "formula": "C4H7NO",
  "method": "ωB97M-V with the def2-TZVPD basis set",
  "homo_lumo_gap_ev": 9.96,
  "smiles": "C[C@H]1N=C1CO",
  "multiplicity": 1,
  "symbols": ["C", "C", "C", "C", "N", "O", "H", "H", "H", "H", "H", "H", "H"],
  "positions_angstrom": [[-0.235, 1.081, 0.191], [0.928, 0.192, 0.610], [1.476, -0.836, -0.303], [-1.702, 0.726, 0.070], [0.834, 1.687, 0.124], [-1.847, -0.488, -0.604], [1.215, -0.050, 1.665], [2.148, -0.350, -0.997], [0.680, -1.187, -1.010], [1.947, -1.668, 0.168], [-2.105, 1.423, -0.591], [-2.140, 0.634, 1.037], [-1.199, -1.165, -0.361]]
}

## 4
{
  "formula": "C4H7NO",
  "method": "ωB97M-V with the def2-TZVPD basis set",
  "homo_lumo_gap_ev": 10.55,
  "smiles": "O=CNC1CC1",
  "multiplicity": 1,
  "symbols": ["O", "C", "N", "C", "C", "C", "H", "H", "H", "H", "H", "H", "H"],
  "positions_angstrom": [[2.377, -1.844, -0.268], [1.742, -0.854, -0.565], [1.177, 0.009, 0.327], [-0.102, 0.783, -0.018], [-1.319, 0.526, 0.845], [-1.269, -0.036, -0.547], [1.568, -0.554, -1.618], [1.484, -0.057, 1.290], [0.595, 1.561, -0.235], [-1.118, -0.144, 1.673], [-2.080, 1.277, 1.070], [-1.999, 0.313, -1.281], [-1.030, -1.091, -0.651]]
}

Which is most stable, and by how much? 2, by 0.0626 hartree.

## 1
{
  "formula": "C4H7NO",
  "method": "ωB97M-V with the def2-TZVPD basis set",
  "homo_lumo_gap_ev": 10.61,
  "smiles": "CC(C)=NC=O",
  "multiplicity": 1,
  "symbols": ["C", "C", "C", "O", "C", "N", "H", "H", "H", "H", "H", "H", "H"],
  "positions_angstrom": [[-1.496, -0.896, 0.364], [-0.190, -0.225, 0.032], [-0.270, 1.235, -0.334], [2.612, 0.498, 0.617], [2.147, -0.390, -0.063], [0.872, -0.926, 0.073], [-1.426, -1.971, 0.197], [-2.321, -0.478, -0.219], [-1.727, -0.729, 1.422], [-0.838, 1.337, -1.266], [-0.826, 1.778, 0.438], [0.712, 1.696, -0.447], [2.750, -0.929, -0.814]]
}

## 2
{
  "formula": "C4H7NO",
  "method": "ωB97M-V with the def2-TZVPD basis set",
  "homo_lumo_gap_ev": 9.57,
  "multiplicity": 1,
  "symbols": ["C", "C", "C", "C", "N", "O", "H", "H", "H", "H", "H", "H", "H"],
  "positions_angstrom": [[0.186, -0.143, -0.983], [0.742, 1.673, -0.613], [0.239, -0.165, 0.425], [-0.906, -0.709, 1.241], [0.095, -0.926, -1.942], [0.284, 1.264, 0.700], [1.818, 1.869, -0.647], [0.151, 2.261, -1.368], [1.191, -0.701, 0.737], [-1.384, 0.177, 1.498], [-0.523, -1.226, 2.106], [-1.727, -1.478, 0.728], [-0.165, -1.898, -1.882]]
}

## 3
{
  "formula": "C4H7NO",
  "method": "ωB97M-V with the def2-TZVPD basis set",
  "homo_lumo_gap_ev": 9.76,
  "smiles": "C=[N+](C)[O-].C#C",
  "multiplicity": 1,
  "symbols": ["C", "C", "C", "C", "N", "O", "H", "H", "H", "H", "H", "H", "H"],
  "positions_angstrom": [[2.858, 0.675, 0.220], [2.541, -0.475, 0.153], [-1.686, -0.345, 0.831], [-0.832, 0.630, -1.153], [-0.808, -0.373, -0.345], [-0.085, -1.381, -0.479], [3.149, 1.678, 0.327], [-2.699, -0.069, 0.543], [-1.686, -1.341, 1.271], [-1.306, 0.371, 1.557], [-1.462, 1.470, -0.947], [-0.189, 0.623, -2.012], [2.205, -1.462, 0.034]]
}

Which is most stable, and by how much? 1, by 0.1321 hartree.

## 1
{
  "formula": "C4H7NO",
  "method": "ωB97M-V with the def2-TZVPD basis set",
  "homo_lumo_gap_ev": 8.65,
  "multiplicity": 1,
  "symbols": ["C", "C", "O", "C", "N", "C", "H", "H", "H", "H", "H", "H", "H"],
  "positions_angstrom": [[0.307, 0.319, 0.989], [1.344, 0.232, -0.106], [1.091, -0.747, -1.002], [-0.168, -1.331, -1.080], [-1.208, -1.022, -0.452], [-1.125, 0.053, 0.534], [0.617, -0.459, 1.702], [0.406, 1.279, 1.505], [0.717, 1.690, -0.996], [1.496, 1.385, -0.735], [-0.149, -2.131, -1.817], [-1.768, -0.222, 1.377], [-1.560, 0.953, 0.081]]
}

## 2
{
  "formula": "C4H7NO",
  "method": "ωB97M-V with the def2-TZVPD basis set",
  "homo_lumo_gap_ev": 8.51,
  "multiplicity": 1,
  "symbols": ["C", "C", "C", "N", "C", "O", "H", "H", "H", "H", "H", "H", "H"],
  "positions_angstrom": [[1.512, 0.047, 0.297], [-0.539, -0.778, -1.004], [0.453, 1.109, -0.009], [-0.654, 0.537, -0.790], [-1.606, -1.378, -0.164], [-2.797, -1.231, -0.067], [1.087, -0.913, 0.612], [2.132, -0.174, -0.574], [2.122, 0.420, 1.117], [-0.040, 1.405, 0.927], [0.908, 1.997, -0.451], [-1.570, 0.894, -0.506], [-1.009, -1.935, 0.611]]
}

Which is most stable, and by how much? 2, by 0.0263 hartree.